#A
A cluster of 2 separate species, C3H8S2 in total. Source: OMol25; level of theory: wB97M-V/def2-TZVPD.

Structure (XYZ):
```
13
Properties=species:S:1:pos:R:3:lowdin_charge:R:1
C 0.17798 0.18303 4.00353 -0.1028
C 1.14701 1.16846 3.99716 -0.0756
H 0.26348 -0.96452 4.16748 0.0727
H -0.70380 0.27134 3.32116 0.0212
H 2.09944 1.02172 4.48983 0.0316
H 1.00226 2.05015 3.33208 0.0552
C -1.37940 -0.56847 -0.16051 -0.4211
S 0.40749 -0.50720 -0.96057 0.2936
S -0.23430 0.23389 -2.73866 0.2698
H -1.06673 -0.57008 1.00140 0.0416
H -1.96481 0.28147 -0.49934 0.0005
H -1.93755 -1.51709 -0.23401 0.0220
H -0.13682 -0.89811 -3.43196 -0.2089
```

Values from the calculation:
Multiplicity ... 1
Charge ... 0
Lowest unoccupied orbital energy ... 0.6 eV
HOMO energy ... -0.3344 hartree
Molar mass ... 108.2 g mol⁻¹

***

#B
A cluster of 3 separate species, C3H8S2 in total. Source: OMol25; level of theory: wB97M-V/def2-TZVPD.

Structure (XYZ):
```
13
Properties=species:S:1:pos:R:3:lowdin_charge:R:1
C 2.29924 1.40176 -0.50801 0.1661
C 1.55447 1.06975 -1.82531 -0.2896
C -2.15307 -2.73471 3.38021 -0.4582
S -3.50104 -2.45415 4.53905 0.4244
S -0.95206 1.19580 -2.87133 0.1239
H 2.39266 0.77034 0.43616 0.0897
H 2.39575 2.44836 -0.41618 0.0356
H 2.11366 1.13755 -2.71577 0.0838
H 0.71387 1.77548 -1.76765 -0.0546
H 1.10401 0.15117 -1.89449 -0.0133
H -1.34629 -1.95993 3.62139 -0.0062
H -2.15555 -3.53203 2.51689 0.0400
H -2.46566 0.73059 -2.49497 -0.1416
```

Values from the calculation:
Multiplicity ... 1
Charge ... 0
Lowest unoccupied orbital energy ... -2.8 eV
HOMO energy ... -0.2855 hartree
Molar mass ... 108.2 g mol⁻¹

***

Of them, #B has the lowest stability.

***

#A
A cluster of 4 separate species, C3H12O4 in total. Source: OMol25; level of theory: wB97M-V/def2-TZVPD.

Structure (XYZ):
```
19
Properties=species:S:1:pos:R:3:lowdin_charge:R:1
C 1.13318 -0.53893 -2.10722 0.0115
C 0.28899 0.35482 -1.59093 -0.1645
C 0.82783 1.40285 -0.66940 -0.2406
O -0.27886 1.95433 0.13758 -0.0987
H 0.70252 -1.26346 -2.84282 0.0685
H 2.10895 -0.80777 -1.77590 0.0495
H -0.73209 0.63220 -1.72722 0.0764
H 1.66233 1.08086 -0.05649 0.1097
H 1.28118 2.29307 -1.10075 0.1146
H -0.04880 1.63159 1.02046 0.0322
O -2.32941 -0.62473 -0.53430 -0.0500
H -2.44036 -0.19308 -1.37793 0.0327
H -1.89069 -0.06000 0.11047 0.0266
O -0.64066 -2.09430 1.62007 -0.0505
H -0.90286 -1.84832 0.72538 0.0165
H 0.20960 -2.56062 1.54900 0.0602
O 0.09285 0.51467 2.81246 -0.0491
H 1.01474 0.55995 3.08855 0.0485
H -0.05845 -0.43312 2.71901 0.0066
```

Values from the calculation:
Multiplicity ... 1
Charge ... 0
Lowest unoccupied orbital energy ... 0.5 eV
HOMO energy ... -0.3664 hartree
Molar mass ... 112.1 g mol⁻¹

***

#B
A cluster of 4 separate species, C3H12O4 in total. Source: OMol25; level of theory: wB97M-V/def2-TZVPD.

Structure (XYZ):
```
19
Properties=species:S:1:pos:R:3:lowdin_charge:R:1
C -1.90859 -1.86714 0.68626 -0.1244
C -1.45864 -0.43804 0.62542 -0.1819
C -1.04212 0.12538 -0.50900 -0.2478
O -0.80217 1.43943 -0.67641 0.0016
H -2.09549 -2.29012 1.67212 0.0656
H -2.87392 -2.03281 0.18754 0.0728
H -1.21903 -2.52843 0.15214 0.0690
H -1.69377 0.11595 1.52847 0.1024
H -0.92072 -0.57710 -1.32116 0.1289
H -0.08444 1.55047 -1.32781 0.0314
O 1.23892 1.45201 -2.33296 -0.0543
H 1.78867 1.01656 -1.64481 0.0200
H 1.78326 2.15922 -2.69104 0.0652
O 1.34153 0.72678 1.91294 -0.0570
H 1.21985 1.57200 2.38853 0.0794
H 0.41732 0.49389 1.71150 0.0195
O 2.30290 -0.19629 -0.42824 -0.0617
H 2.13358 0.32519 0.38467 0.0163
H 1.87287 -1.04694 -0.31816 0.0550
```

Values from the calculation:
Multiplicity ... 1
Charge ... 0
Lowest unoccupied orbital energy ... 0.7 eV
HOMO energy ... -0.3179 hartree
Molar mass ... 112.1 g mol⁻¹

***

Of them, #A has the lowest stability.

***

#A
A cluster of 7 separate species, C6H25NO7 in total. Source: OMol25; level of theory: wB97M-V/def2-TZVPD.

Structure (XYZ):
```
39
Properties=species:S:1:pos:R:3:lowdin_charge:R:1
C -1.99856 2.08121 -0.18496 -0.0889
C -0.90312 1.34049 0.56009 -0.2682
N 0.10815 1.05452 -0.39631 -0.1100
C 1.40957 1.84123 -0.31414 -0.1730
C 1.18271 3.36524 -0.71543 -0.0635
C 0.17029 -0.14874 -1.08817 -0.3985
C 0.73054 -0.21049 -2.49084 0.0060
O -0.62373 -1.05723 -0.67618 -0.0422
H -2.24137 1.61295 -1.12275 0.0687
H -2.97820 2.22592 0.41014 0.0935
H -1.61998 3.09959 -0.46287 0.0653
H -1.33227 0.26332 0.95245 0.1566
H -0.29313 1.83269 1.45534 0.1466
H 1.94962 1.88912 0.65952 0.1145
H 2.03098 1.52935 -1.16456 0.0963
H 1.56186 3.59747 -1.71858 0.0615
H 0.10387 3.54538 -0.74118 0.0398
H 1.94039 3.71894 0.07427 0.0971
H 0.93053 0.82966 -2.79360 0.0830
H 0.20577 -0.91378 -3.12686 0.0676
H 1.78738 -0.66615 -2.52231 0.1218
O -2.54792 2.99196 2.89132 -0.0842
H -2.07145 2.16508 2.83562 -0.0064
H -3.39619 2.58231 3.27715 0.0883
O 2.62923 -1.98218 0.90467 -0.0402
H 2.06467 -2.62970 1.19394 -0.0588
H 2.28742 -1.17992 1.34067 0.0145
O 0.16769 -2.97348 1.23004 -0.0962
H -0.40736 -2.24055 1.00190 0.0052
H -0.09890 -3.66718 0.55978 0.0051
O -0.17891 -3.07352 -2.59536 0.0147
H -0.85233 -2.66193 -2.21582 -0.0408
H 0.53583 -2.93961 -1.96013 0.0712
O 0.80113 -0.20604 2.77519 -0.0230
H 0.56057 -0.00590 3.67774 0.0501
H 0.95664 -1.12548 2.84149 0.0041
O -0.55364 -4.78127 -0.59897 -0.0563
H -0.53938 -4.22678 -1.41661 0.0084
H -1.47841 -4.87650 -0.33566 0.0702
```

Values from the calculation:
Multiplicity ... 1
Charge ... 0
Lowest unoccupied orbital energy ... 0.3 eV
HOMO energy ... -0.3431 hartree
Molar mass ... 223.3 g mol⁻¹

***

#B
A cluster of 7 separate species, C6H25NO7 in total. Source: OMol25; level of theory: wB97M-V/def2-TZVPD.

Structure (XYZ):
```
39
Properties=species:S:1:pos:R:3:lowdin_charge:R:1
C 0.50566 -0.76073 -2.54593 -0.0816
C -0.98159 -0.46278 -2.45345 -0.2658
N -1.54714 -0.97557 -1.20636 -0.0526
C -1.44635 -0.06242 -0.06466 -0.3828
C -2.54407 1.00412 -0.10083 -0.0468
C -1.50906 -0.86893 1.24068 -0.0948
C -0.38752 -0.64758 2.20021 -0.2109
O 0.10022 0.44599 2.41619 -0.0029
H 0.70482 -1.83139 -2.55694 0.0776
H 1.04351 -0.36671 -1.67794 0.0375
H 0.94947 -0.29687 -3.42943 0.0777
H -1.48319 -0.97109 -3.28086 0.1156
H -1.18147 0.61130 -2.57261 0.0969
H -2.50891 -1.26916 -1.32094 0.1200
H -0.47249 0.43467 -0.10432 0.1169
H -2.47708 1.69758 0.73710 0.0737
H -2.51385 1.61670 -1.00329 0.0722
H -3.51865 0.50581 -0.07202 0.0854
H -2.44670 -0.70822 1.79183 0.1362
H -1.54459 -1.93754 1.01961 0.1086
H -0.03629 -1.49231 2.80030 0.1380
O 0.07828 -3.45369 -0.15758 -0.0973
H -0.43843 -2.85233 -0.71482 -0.0115
H 0.75762 -2.89834 0.25989 -0.0140
O -0.34122 2.96867 1.60532 -0.0578
H 0.11257 3.45167 2.30285 0.0683
H -0.24538 2.03130 1.85220 0.0002
O 1.66061 -1.49285 0.98536 -0.1094
H 2.00876 -0.79455 0.40948 0.0176
H 2.28585 -1.48327 1.72857 -0.0132
O 2.97131 -0.35864 2.16327 -0.0310
H 3.00216 0.15305 1.33600 0.0430
H 2.08266 -0.17520 2.49166 0.0455
O 0.86231 2.79322 -0.81328 -0.0591
H 0.13894 2.42582 -1.32744 0.0400
H 0.50318 3.00082 0.08482 0.0215
O 2.60410 0.72396 -0.41854 -0.0697
H 3.29124 0.82372 -1.07746 0.0791
H 1.96073 1.47175 -0.52665 0.0299
```

Values from the calculation:
Multiplicity ... 1
Charge ... 0
Lowest unoccupied orbital energy ... 0.5 eV
HOMO energy ... -0.3408 hartree
Molar mass ... 223.3 g mol⁻¹

***

Of them, #A has the lowest stability.

***

#A
A structure of composition C3H9O4. Source: OMol25; level of theory: wB97M-V/def2-TZVPD.

Structure (XYZ):
```
16
Properties=species:S:1:pos:R:3:lowdin_charge:R:1
O 3.01530 0.72117 -1.63386 0.0629
C 3.03775 0.94790 -0.43606 -0.2901
O -2.96387 1.45415 1.24568 -0.3674
C 2.40217 0.15621 0.57888 0.0617
C 1.48792 -1.02877 0.27594 -0.1057
H 2.49208 0.45736 1.59518 0.0888
H 3.71792 1.72089 -0.05186 0.1102
H 1.19796 -1.83244 0.93506 0.0476
H 2.04684 -1.54236 -0.54738 0.1078
H 0.52912 -0.66491 -0.16243 0.1289
H -4.23412 -0.13829 -0.47850 -0.0317
H -3.83949 1.10948 0.33573 -0.0685
O -4.55383 0.78418 -0.50314 -0.2905
H -1.11310 -3.29933 0.27104 -0.0757
H -3.24389 1.13019 2.11160 -0.0794
O -0.40659 -2.67882 0.06406 -0.2988
```

Values from the calculation:
Multiplicity ... 1
Charge ... -1
Lowest unoccupied orbital energy ... -1.4 eV
HOMO energy ... -0.1440 hartree
Molar mass ... 109.1 g mol⁻¹

***

#B
A cluster of 3 separate species, C3H9O4 in total. Source: OMol25; level of theory: wB97M-V/def2-TZVPD.

Structure (XYZ):
```
16
Properties=species:S:1:pos:R:3:lowdin_charge:R:1
O -1.34480 -1.37721 -1.02226 0.0204
C -0.36966 -0.85471 -0.61488 -0.7865
O 0.05182 -0.80131 0.54880 -0.0613
C 0.51201 -0.14394 -1.69240 -0.2277
C 1.66630 0.50345 -1.16059 -0.1927
H 0.90655 -1.00347 -2.31918 0.1211
H -0.18535 0.58863 -2.23369 0.1281
H 1.55553 0.89655 -0.18258 0.0480
H 2.54869 -0.28963 -1.06121 0.1120
H 2.17922 1.18074 -1.83980 0.0535
H -2.27554 0.74695 1.15960 -0.0508
H -1.25402 1.84188 1.17396 0.0084
O -2.14717 1.60906 1.24406 0.0201
H -0.73291 -0.28891 3.13244 0.0631
H -0.38299 -1.26172 1.92293 0.0048
O -0.72766 -1.34637 2.94477 -0.2604
```

Values from the calculation:
Multiplicity ... 1
Charge ... -1
Lowest unoccupied orbital energy ... 3.9 eV
HOMO energy ... -0.1755 hartree
Molar mass ... 109.1 g mol⁻¹

***

Of them, #A has the lowest stability.

***

#A
A cluster of 3 separate species, C4H16NO2 in total. Source: OMol25; level of theory: wB97M-V/def2-TZVPD.

Structure (XYZ):
```
23
Properties=species:S:1:pos:R:3:lowdin_charge:R:1
C -0.52919 1.56301 -1.16793 -0.1208
C -0.47831 0.04471 -1.37196 -0.4216
C -0.62878 -0.25293 -2.86447 -0.0488
C 0.75315 -0.58471 -0.75335 -0.0565
N -0.33854 1.89304 0.28120 0.1602
H 0.32735 2.02468 -1.66041 0.1411
H -1.43286 2.02309 -1.48932 0.1298
H -1.39789 -0.27474 -0.88016 0.1390
H 0.08152 0.25889 -3.47711 0.0818
H -0.55721 -1.32625 -3.04120 0.0930
H -1.64339 0.01814 -3.16288 0.0912
H 0.63220 -0.52126 0.32778 0.0841
H 1.58374 -0.06692 -1.22925 0.0920
H 0.90355 -1.62493 -0.98737 0.0927
H 0.53777 1.44923 0.61711 0.0979
H -0.27997 2.88639 0.49732 0.1700
H -1.02993 1.53356 0.94114 0.1750
H 2.75347 2.27769 1.25910 0.0807
H 2.73021 1.16501 0.27548 0.0624
O 2.33141 2.03741 0.42219 -0.0432
H -2.06088 -3.84929 4.47262 0.0305
H -1.52878 -5.11177 3.78773 0.0352
O -1.27650 -4.40490 4.39453 -0.0657
```

Values from the calculation:
Multiplicity ... 1
Charge ... +1
Lowest unoccupied orbital energy ... -3.3 eV
HOMO energy ... -0.4970 hartree
Molar mass ... 110.2 g mol⁻¹

***

#B
A cluster of 3 separate species, C4H16NO2 in total. Source: OMol25; level of theory: wB97M-V/def2-TZVPD.

Structure (XYZ):
```
23
Properties=species:S:1:pos:R:3:lowdin_charge:R:1
C -0.13358 -1.34971 -1.42175 -0.0306
C 0.47090 -0.23980 -0.58400 -0.3573
C 0.59491 1.06161 -1.39280 -0.2116
C 1.58258 2.05891 -0.81188 -0.0922
N -0.16126 0.03636 0.73935 0.2062
H 0.57462 -1.66445 -2.18360 0.0955
H -0.93168 -0.97077 -2.06930 0.0952
H -0.42395 -2.19467 -0.81928 0.0786
H 1.48178 -0.49077 -0.34374 0.1369
H 0.88219 0.76060 -2.40257 0.1226
H -0.36808 1.53760 -1.58673 0.1250
H 2.47936 1.64053 -0.38518 0.0775
H 1.99644 2.72089 -1.57091 0.0849
H 1.15030 2.74188 -0.07932 0.0755
H -0.12345 1.04343 0.88647 0.1516
H -1.18583 -0.13649 0.78266 0.1114
H 0.24630 -0.48316 1.52656 0.1069
H -3.79151 0.00107 0.81988 0.0774
H -3.14816 0.59113 2.01971 0.0738
O -2.91832 0.27665 1.13323 -0.0422
H 0.65491 -2.87671 2.01068 0.0795
H 0.35324 -2.06545 3.31046 0.0715
O 0.71828 -1.99867 2.42207 -0.0361
```

Values from the calculation:
Multiplicity ... 1
Charge ... +1
Lowest unoccupied orbital energy ... -3.0 eV
HOMO energy ... -0.5692 hartree
Molar mass ... 110.2 g mol⁻¹

***

Of them, #A has the lowest stability.

***

#A
A cluster of 3 separate species, C4H16NO2 in total. Source: OMol25; level of theory: wB97M-V/def2-TZVPD.

Structure (XYZ):
```
23
Properties=species:S:1:pos:R:3:lowdin_charge:R:1
C 0.52490 0.07599 -1.69363 -0.1366
C -0.63804 -0.20137 -0.74909 -0.2001
C -1.96637 -0.21683 -1.51875 -0.2439
C -2.45673 1.17636 -1.89107 -0.0913
N 1.78073 0.31981 -0.88573 0.1825
H 0.37154 0.91273 -2.35365 0.1217
H 0.72839 -0.81327 -2.28133 0.1353
H -0.65540 0.54183 0.06776 0.1273
H -0.43476 -1.18371 -0.32013 0.1228
H -2.67722 -0.78746 -0.91514 0.1179
H -1.79047 -0.72025 -2.47653 0.1140
H -1.62923 1.72113 -2.32508 0.0579
H -3.27768 1.11336 -2.58528 0.0810
H -2.64139 1.77998 -1.00879 0.0801
H 2.40378 -0.49188 -0.75738 0.1775
H 2.46354 1.03609 -1.12360 0.1718
H 1.53059 0.50972 0.09502 0.1068
H 1.19119 -2.25937 5.52538 0.0510
H 0.28470 -1.17523 5.13091 0.0468
O 0.96999 -1.74031 4.73633 -0.0669
H 2.70521 0.12431 2.13202 0.0528
H 1.46655 0.08153 3.05891 0.0437
O 1.74619 0.19685 2.13885 -0.0521
```

Values from the calculation:
Multiplicity ... 1
Charge ... +1
Lowest unoccupied orbital energy ... -3.4 eV
HOMO energy ... -0.5324 hartree
Molar mass ... 110.2 g mol⁻¹

***

#B
A cluster of 3 separate species, C4H16NO2 in total. Source: OMol25; level of theory: wB97M-V/def2-TZVPD.

Structure (XYZ):
```
23
Properties=species:S:1:pos:R:3:lowdin_charge:R:1
C -0.14204 -0.89963 2.76003 -0.0212
C 0.17582 -0.39113 1.24544 -0.3332
N -1.03361 -0.21655 0.37193 -0.0307
C -2.05486 0.83956 0.51764 -0.0037
C 1.40319 -1.23267 0.66718 -0.0450
H -0.48879 -1.97975 2.62673 0.1126
H 0.71570 -0.97725 3.40386 0.0730
H -0.72246 -0.17843 3.23317 0.0410
H 0.51154 0.70388 1.35206 0.1572
H -1.49222 -1.11117 0.59668 0.1686
H -0.72664 -0.23223 -0.69420 0.1395
H -2.37942 0.99906 1.55501 0.1085
H -2.96916 0.60834 -0.02844 0.1082
H -1.61997 1.70562 0.06836 0.0929
H 1.06634 -2.10302 0.20047 0.0420
H 1.85715 -0.71630 -0.31147 0.1081
H 2.28076 -1.28866 1.37940 0.1069
H 0.73840 0.73831 -2.67876 0.0702
H -0.34550 -0.35709 -2.79996 0.0300
O 0.02417 0.16895 -2.12937 -0.0875
H 1.29633 2.61202 -3.83313 0.1184
H 2.39218 1.64419 -3.82223 0.0141
O 1.51310 1.66394 -3.68040 0.0299
```

Values from the calculation:
Multiplicity ... 1
Charge ... +1
Lowest unoccupied orbital energy ... -2.6 eV
HOMO energy ... -0.5473 hartree
Molar mass ... 110.2 g mol⁻¹

***

Of them, #B has the lowest stability.